The following is a DFT calculation (ωB97M-V/def2-TZVPD) of a 10-piece molecular cluster, C5H27NO10 overall in a non-equilibrium geometry.

Bonds (Å) are listed after each position.
Cartesian coordinates (Å):
1 C -0.408 1.159 -0.111  N2 1.262, H8 1.068, H9 1.088
2 N -1.062 1.101 -1.188  C1 1.262, C3 1.465
3 C -2.492 0.791 -1.103  N2 1.465, C4 1.574, H10 1.108, H11 1.093
4 C -3.317 0.534 0.213  C3 1.574, C5 1.581, H12 1.097, H13 1.077
5 C -2.751 -0.535 1.230  C4 1.581, C6 1.504, H14 1.071, H15 1.100
6 C -2.615 -1.880 0.569  C5 1.504, O7 1.212, H16 1.124
7 O -3.094 -2.888 1.041  C6 1.212
8 H -0.789 0.929 0.861  C1 1.068
9 H 0.673 1.278 -0.104  C1 1.088
10 H -2.704 -0.147 -1.655  C3 1.108
11 H -3.046 1.470 -1.756  C3 1.093
12 H -3.216 1.407 0.870  C4 1.097
13 H -4.333 0.298 -0.055  C4 1.077
14 H -1.783 -0.376 1.658  C5 1.071
15 H -3.358 -0.665 2.138  C5 1.100
16 H -2.248 -1.974 -0.489  C6 1.124
17 O 1.036 -0.598 3.775  H18 0.960, H19 0.984
18 H 0.170 -0.992 3.648  O17 0.960
19 H 0.899 0.313 3.428  O17 0.984
20 O 0.824 -3.268 -1.710  H21 0.977, H22 0.957
21 H 1.713 -2.934 -1.938  O20 0.977
22 H 0.313 -2.812 -2.378  O20 0.957
23 O 0.056 1.059 -4.069  H24 0.969, H25 0.979
24 H -0.535 1.824 -4.136  O23 0.969
25 H -0.468 0.542 -3.424  O23 0.979
26 O 2.659 -1.339 1.621  H27 0.963, H28 0.958
27 H 2.951 -0.920 2.436  O26 0.963
28 H 2.686 -2.256 1.896  O26 0.958
29 O 2.057 3.788 0.439  H30 1.002, H31 0.970
30 H 2.040 3.239 -0.399  O29 1.002
31 H 1.384 4.439 0.186  O29 0.970
32 O 2.803 -1.492 -1.542  H33 0.960, H34 0.961
33 H 2.904 -1.924 -0.691  O32 0.960
34 H 3.681 -1.612 -1.915  O32 0.961
35 O 1.288 2.805 -2.001  H36 0.991, H37 0.976
36 H 0.973 2.131 -2.655  O35 0.991
37 H 1.624 3.568 -2.509  O35 0.976
38 O -0.094 -1.737 0.830  H39 0.966, H40 0.966
39 H 0.819 -1.485 1.016  O38 0.966
40 H -0.047 -2.364 0.096  O38 0.966
41 O 1.593 1.799 2.327  H42 0.993, H43 0.954
42 H 1.683 2.358 1.511  O41 0.993
43 H 2.439 1.460 2.608  O41 0.954

- Highest occupied orbital energy: -0.335 hartree
- Total charge: 0
- Lowest unoccupied orbital energy: 0.177 eV
- Relative energy (zero: lowest compared OMol25 entry of this formula, charge and spin): 104.9 kcal/mol
- Molecular weight: 261.268 g/mol
- Gap between HOMO and LUMO: 9.29 eV
- Multiplicity: 1
- SMILES string: C=NCCCC=O.O.O.O.O.O.O.O.O.O

Results of the natural (NBO) charge analysis, in e, for atoms 1 through 8: atom 1 (C): -0.013, atom 2 (N): -0.457, atom 3 (C): -0.259, atom 4 (C): -0.421, atom 5 (C): -0.521, atom 6 (C): 0.457, atom 7 (O): -0.547, atom 8 (H): 0.156